# C4H8ClN2

A 2-piece molecular cluster, C4H8ClN2 overall in a non-equilibrium geometry (the ωB97M-V functional and the def2-TZVPD basis, the OMol25 dataset).

```
15
Properties=species:S:1:pos:R:3
C 0.67 -0.73 -0.91
C -1.38 0.48 1.04
C -0.36 1.65 1.13
C -0.01 0.24 1.32
N 0.81 -1.97 -0.80
N 0.70 0.08 -1.90
Cl 0.91 -0.73 2.24
H -2.09 0.30 1.88
H -1.83 0.41 0.07
H -0.03 2.03 0.19
H -0.43 2.45 1.90
H 0.22 -2.30 -0.04
H 1.37 -2.60 -1.43
H 0.64 1.01 -1.77
H 0.80 -0.31 -2.92
```

Calculated values
LUMO (spin up / spin down)	-4.89 / -4.89	eV
E	-726.5109	hartree
orbital gap (spin up / spin down)	0.2934 / 0.2934	Ha
energy above the lowest of the compared OMol25 structures with the same formula, charge and spin	479.1	kJ/mol
charge	+1